{
  "formula": "C66H151N9O14",
  "method": "the ωB97M-V functional and the def2-TZVPD basis",
  "homo_ha": -0.28530,
  "relative_energy_kj_mol": 196.4,
  "smiles": "CC1(C)CCCC(C)(C)N1O.CC1(C)CCCC(C)(C)N1O.CC1(C)CCCC(C)(C)N1O.CC1(C)CCCC(C)(C)N1O.COCCNCCOC.COCCNCCOC.COCCNCCOC.COCCNCCOC.COCCNCCOC",
  "homo_lumo_gap_ev": 8.2,
  "lumo_energy_ev": 0.46,
  "symbols": ["C", "C", "C", "C", "C", "C", "C", "C", "C", "N", "O", "H", "H", "H", "H", "H", "H", "H", "H", "H", "H", "H", "H", "H", "H", "H", "H", "H", "H", "H", "C", "C", "C", "C", "C", "C", "C", "C", "C", "N", "O", "H", "H", "H", "H", "H", "H", "H", "H", "H", "H", "H", "H", "H", "H", "H", "H", "H", "H", "H", "C", "C", "C", "C", "C", "C", "C", "C", "C", "N", "O", "H", "H", "H", "H", "H", "H", "H", "H", "H", "H", "H", "H", "H", "H", "H", "H", "H", "H", "H", "C", "C", "C", "C", "C", "C", "C", "C", "C", "N", "O", "H", "H", "H", "H", "H", "H", "H", "H", "H", "H", "H", "H", "H", "H", "H", "H", "H", "H", "H", "C", "O", "C", "C", "N", "C", "C", "O", "C", "H", "H", "H", "H", "H", "H", "H", "H", "H", "H", "H", "H", "H", "H", "H", "C", "O", "C", "C", "N", "C", "C", "O", "C", "H", "H", "H", "H", "H", "H", "H", "H", "H", "H", "H", "H", "H", "H", "H", "C", "O", "C", "C", "N", "C", "C", "O", "C", "H", "H", "H", "H", "H", "H", "H", "H", "H", "H", "H", "H", "H", "H", "H", "C", "O", "C", "C", "N", "C", "C", "O", "C", "H", "H", "H", "H", "H", "H", "H", "H", "H", "H", "H", "H", "H", "H", "H", "C", "O", "C", "C", "N", "C", "C", "O", "C", "H", "H", "H", "H", "H", "H", "H", "H", "H", "H", "H", "H", "H", "H", "H"],
  "coordinates": [[-4.234, 0.893, 0.477], [-4.452, 0.844, 2.016], [-4.990, 2.196, 2.456], [-5.310, -0.366, 2.337], [-5.278, -0.910, 3.744], [-3.826, -1.088, 4.115], [-2.988, 0.216, 3.920], [-3.429, 1.413, 4.886], [-1.482, -0.187, 4.146], [-3.141, 0.569, 2.531], [-2.287, 1.720, 2.377], [-5.115, 1.084, -0.126], [-3.590, 1.749, 0.381], [-3.716, -0.010, 0.121], [-5.537, 2.249, 3.352], [-4.189, 2.953, 2.381], [-5.760, 2.523, 1.712], [-6.391, -0.076, 2.043], [-5.162, -1.177, 1.609], [-5.735, -0.156, 4.361], [-5.935, -1.804, 3.820], [-3.517, -1.813, 3.387], [-3.694, -1.421, 5.127], [-4.513, 1.475, 4.969], [-3.125, 2.346, 4.477], [-2.988, 1.195, 5.836], [-1.306, -0.652, 5.114], [-0.854, 0.751, 4.094], [-1.074, -0.875, 3.431], [-1.518, 1.399, 1.907], [-1.112, 7.132, 3.919], [-0.868, 5.680, 3.458], [-0.660, 4.833, 4.722], [-2.137, 5.031, 2.811], [-2.319, 5.476, 1.386], [-1.065, 5.111, 0.573], [0.154, 5.788, 1.176], [1.470, 5.394, 0.398], [0.158, 7.296, 0.989], [0.291, 5.439, 2.615], [1.316, 6.177, 3.150], [-1.469, 7.141, 4.924], [-0.228, 7.747, 3.899], [-1.837, 7.715, 3.317], [-1.401, 4.963, 5.509], [-0.775, 3.739, 4.555], [0.303, 4.979, 5.174], [-2.183, 3.946, 2.872], [-3.039, 5.396, 3.379], [-3.177, 4.970, 0.880], [-2.454, 6.554, 1.327], [-1.098, 5.462, -0.484], [-0.754, 4.069, 0.588], [2.362, 5.728, 0.977], [1.455, 5.827, -0.627], [1.551, 4.313, 0.355], [0.184, 7.451, -0.108], [1.126, 7.714, 1.365], [-0.764, 7.773, 1.353], [2.192, 5.695, 2.918], [1.503, -0.771, -6.561], [2.692, -1.263, -5.735], [3.808, -0.272, -6.005], [2.434, -1.371, -4.189], [1.550, -2.568, -3.880], [2.323, -3.791, -4.340], [2.571, -3.846, -5.838], [3.648, -4.928, -6.045], [1.319, -4.053, -6.720], [3.241, -2.604, -6.090], [3.613, -2.541, -7.458], [1.827, -0.593, -7.619], [0.697, -1.444, -6.464], [1.191, 0.150, -6.077], [4.156, -0.304, -7.033], [3.308, 0.744, -6.053], [4.557, -0.084, -5.278], [3.367, -1.627, -3.705], [2.094, -0.409, -3.700], [1.311, -2.676, -2.806], [0.601, -2.562, -4.417], [1.658, -4.668, -4.069], [3.247, -3.995, -3.794], [3.837, -5.172, -7.088], [3.460, -5.832, -5.497], [4.625, -4.637, -5.710], [1.600, -3.939, -7.773], [0.355, -3.544, -6.565], [1.062, -5.138, -6.678], [4.568, -2.735, -7.284], [-4.824, -7.135, 6.416], [-4.530, -6.823, 4.894], [-5.177, -7.880, 3.975], [-5.090, -5.445, 4.656], [-4.695, -4.758, 3.397], [-3.144, -4.674, 3.307], [-2.517, -6.052, 3.498], [-2.639, -6.760, 2.184], [-1.027, -5.911, 3.745], [-3.068, -6.658, 4.724], [-2.451, -7.915, 4.975], [-4.421, -6.331, 7.061], [-5.882, -7.085, 6.588], [-4.404, -8.081, 6.807], [-5.276, -7.616, 2.916], [-4.561, -8.794, 4.106], [-6.137, -8.232, 4.319], [-6.213, -5.534, 4.630], [-4.776, -4.842, 5.508], [-4.977, -5.368, 2.545], [-5.175, -3.752, 3.450], [-2.857, -3.936, 4.013], [-2.835, -4.385, 2.283], [-3.627, -6.879, 1.790], [-2.236, -7.759, 2.419], [-1.960, -6.205, 1.541], [-0.532, -5.384, 2.940], [-0.618, -6.897, 3.763], [-0.944, -5.493, 4.745], [-2.767, -8.592, 4.331], [1.420, 1.673, 2.363], [2.648, 2.140, 2.740], [2.593, 3.006, 3.901], [3.878, 3.839, 3.997], [3.886, 4.986, 3.134], [4.793, 5.989, 3.539], [4.877, 7.179, 2.625], [4.889, 6.781, 1.245], [4.440, 7.828, 0.374], [1.633, 0.860, 1.645], [0.873, 2.496, 1.970], [0.852, 1.291, 3.221], [2.385, 2.281, 4.703], [1.751, 3.738, 3.813], [4.697, 3.150, 3.685], [3.995, 4.159, 5.089], [4.253, 4.660, 2.276], [5.777, 5.522, 3.751], [4.493, 6.311, 4.574], [5.725, 7.886, 2.866], [3.970, 7.807, 2.758], [5.192, 8.648, 0.348], [3.574, 8.358, 0.788], [4.417, 7.452, -0.669], [7.891, 3.664, 1.724], [6.745, 3.053, 1.125], [6.566, 1.770, 1.673], [5.535, 0.984, 0.877], [5.026, -0.097, 1.669], [4.447, -1.210, 0.832], [3.763, -2.282, 1.681], [2.594, -1.726, 2.168], [1.831, -2.659, 2.938], [7.917, 4.742, 1.448], [8.806, 3.277, 1.466], [7.759, 3.694, 2.823], [6.300, 1.791, 2.774], [7.499, 1.209, 1.558], [6.007, 0.631, -0.011], [4.774, 1.688, 0.460], [4.399, 0.304, 2.407], [5.353, -1.613, 0.357], [3.752, -0.725, 0.097], [4.478, -2.559, 2.522], [3.513, -3.092, 0.972], [1.670, -3.580, 2.350], [0.856, -2.261, 3.341], [2.495, -2.930, 3.793], [-2.727, -0.751, -6.337], [-3.786, -1.268, -5.576], [-3.433, -1.732, -4.282], [-3.393, -3.272, -4.156], [-2.313, -3.754, -4.952], [-1.986, -5.140, -4.685], [-3.081, -6.136, -5.207], [-3.082, -5.966, -6.638], [-3.905, -6.897, -7.303], [-2.532, -1.328, -7.279], [-1.732, -0.769, -5.813], [-3.008, 0.252, -6.687], [-4.129, -1.358, -3.562], [-2.377, -1.424, -3.981], [-4.353, -3.662, -4.481], [-3.155, -3.488, -3.102], [-2.480, -3.663, -5.982], [-1.916, -5.316, -3.549], [-1.065, -5.370, -5.187], [-4.061, -5.950, -4.766], [-2.817, -7.149, -4.873], [-3.542, -7.949, -7.035], [-3.860, -6.711, -8.307], [-4.966, -6.847, -6.995], [-1.739, 4.263, -3.186], [-0.388, 4.640, -2.962], [0.220, 4.977, -4.189], [1.640, 5.468, -3.957], [2.368, 4.419, -3.255], [3.626, 4.909, -2.672], [4.289, 3.928, -1.621], [5.001, 2.889, -2.137], [4.187, 1.887, -2.776], [-1.878, 3.206, -3.485], [-2.174, 4.942, -3.892], [-2.317, 4.271, -2.253], [-0.349, 5.632, -4.830], [0.339, 4.054, -4.693], [1.467, 6.424, -3.388], [2.191, 5.689, -4.866], [1.742, 4.054, -2.505], [3.398, 5.829, -2.185], [4.336, 5.167, -3.524], [3.513, 3.597, -0.938], [4.964, 4.587, -1.009], [4.905, 1.098, -2.998], [3.670, 2.152, -3.727], [3.484, 1.374, -2.095], [-1.058, 1.755, -1.090], [-0.925, 0.819, -0.022], [-0.033, -0.218, -0.455], [-0.168, -1.336, 0.572], [-1.434, -2.010, 0.845], [-2.104, -2.753, -0.123], [-1.399, -4.079, -0.463], [-0.113, -3.856, -1.106], [0.689, -4.993, -1.192], [-0.070, 2.158, -1.436], [-1.611, 2.623, -0.812], [-1.616, 1.356, -1.934], [1.015, 0.085, -0.451], [-0.386, -0.588, -1.413], [0.091, -0.888, 1.507], [0.523, -2.090, 0.299], [-2.081, -1.393, 1.257], [-2.239, -2.121, -1.096], [-3.080, -3.025, 0.164], [-2.048, -4.665, -1.126], [-1.411, -4.700, 0.460], [0.889, -5.368, -0.191], [1.576, -4.695, -1.809], [0.264, -5.868, -1.703]],
  "forces_ev_per_angstrom": [[0.16, 0.04, 0.58], [-0.15, -0.28, -1.16], [-0.68, 0.97, -2.31], [-3.01, -0.01, -1.37], [-0.61, 0.66, 0.01], [-0.39, 0.91, -0.05], [-0.23, -0.80, 0.98], [-0.17, -2.13, -0.88], [-0.14, 2.10, 0.51], [2.28, -0.04, 0.09], [-0.75, 0.26, -0.17], [-0.41, -0.11, 0.18], [0.49, 0.29, -0.62], [-0.14, 0.31, 0.16], [-0.20, -0.13, 1.48], [-0.42, -0.36, 0.37], [0.55, -0.27, 0.25], [1.39, -0.21, 0.64], [0.67, 0.10, 0.15], [-0.32, 0.27, 0.63], [0.71, 0.37, 0.04], [1.05, -0.62, -0.08], [0.13, -0.46, 0.49], [0.10, -0.27, 0.24], [0.67, 0.67, -0.13], [0.19, 0.26, 0.75], [-0.28, 0.13, 0.27], [-0.65, -1.03, 0.24], [-0.25, -0.41, -0.77], [0.26, -0.32, -0.65], [-0.35, 0.65, -1.23], [-1.44, -1.41, 0.99], [-0.20, -1.32, 0.47], [-1.02, 1.39, 0.44], [0.11, -1.09, -1.55], [0.80, 0.97, -0.11], [1.54, 1.08, -0.31], [-0.36, -0.24, 0.93], [-0.06, 0.75, -1.04], [-0.78, -1.14, -1.46], [2.86, 0.17, 0.36], [-0.37, -0.07, 0.75], [0.57, -0.10, 0.02], [0.10, -0.57, 0.08], [-0.25, 0.69, -0.06], [0.40, 0.53, -0.52], [0.55, 0.28, 0.18], [0.54, -0.03, 0.05], [0.86, -0.30, -0.17], [0.27, 0.48, 0.60], [-0.23, 0.03, -0.06], [-0.22, -0.40, 0.58], [-0.76, -0.47, -0.02], [-0.56, 0.05, -0.74], [0.06, -0.34, 0.72], [0.02, -0.40, -0.25], [-0.17, 0.18, 0.44], [-1.21, -0.06, 0.06], [0.69, 0.17, 0.17], [-1.29, 0.56, 0.78], [0.99, 0.32, 0.05], [0.80, -0.60, 1.13], [-1.71, 2.72, -0.91], [-0.75, 0.88, -0.09], [0.32, -0.05, 0.22], [-2.20, -2.08, 0.73], [-0.01, 0.36, 0.57], [-0.22, -0.28, -0.92], [-0.12, -2.04, -0.54], [0.19, 1.77, -0.06], [1.84, -0.73, 0.11], [-0.54, -0.22, 0.91], [-1.04, -0.81, -0.38], [-0.10, 0.35, -0.29], [0.50, -0.56, 0.12], [0.29, -0.79, 0.32], [0.98, -0.70, 0.68], [0.63, 0.28, -0.03], [0.11, -0.79, -0.85], [0.09, 0.29, -0.42], [-0.19, 0.18, 0.04], [0.69, 0.54, -0.44], [0.13, 0.51, -0.01], [-0.47, -0.16, -0.25], [-0.58, -0.55, 0.11], [0.39, 0.79, 0.56], [0.03, 0.35, 0.18], [0.73, 0.26, 0.49], [0.07, 0.50, 0.17], [-1.01, 0.37, -1.18], [1.11, 0.19, -0.29], [-0.04, 0.22, 0.68], [1.02, -0.83, 0.43], [-1.84, -0.06, 0.45], [1.30, 0.38, -0.40], [-1.39, -0.19, -0.82], [-0.24, 1.33, 0.52], [0.63, -1.58, 0.69], [-0.52, -0.06, 0.56], [-0.43, -1.17, 0.00], [0.23, -0.40, -0.13], [0.14, -0.32, -0.54], [-0.70, -0.32, -0.08], [-0.30, 0.36, -0.53], [0.23, 0.02, 0.31], [-0.31, 0.27, -0.60], [-0.52, 0.35, 0.30], [0.89, 0.17, 0.47], [-0.22, 0.24, 0.08], [-0.76, 0.33, -0.32], [0.42, -0.73, -0.76], [0.87, 0.55, 0.72], [-0.14, 0.43, 0.63], [-0.47, 0.18, -0.39], [0.01, 0.02, -0.86], [-0.24, -0.52, -0.48], [0.09, 0.61, 0.06], [0.51, -0.70, 0.15], [0.58, 0.38, -0.13], [0.12, 0.75, 0.32], [-0.32, -1.16, -0.11], [2.23, 1.40, 0.88], [-0.71, 0.05, -0.91], [0.06, -1.60, 1.72], [-1.38, 0.01, -0.62], [1.51, 0.40, 2.54], [-0.56, 1.46, -0.78], [-0.15, 0.28, 0.19], [1.63, 0.55, 0.31], [-0.54, 0.40, 0.22], [-0.98, 0.56, -0.82], [0.07, -0.26, -0.07], [0.35, 0.71, 0.49], [0.32, -0.75, 0.00], [-0.11, 0.38, 0.68], [0.01, -0.41, -1.43], [-0.02, -0.37, -1.51], [0.11, 0.33, -0.47], [0.10, 0.22, -0.92], [-0.46, -0.96, -0.18], [0.16, -0.35, 0.12], [0.03, -0.39, 0.04], [-0.52, -0.66, -0.49], [-0.63, 0.03, 0.83], [-2.96, 2.53, 0.99], [0.72, 0.37, 0.43], [-0.01, -0.62, 0.29], [-0.67, 1.38, 0.05], [-0.87, -0.63, 0.81], [0.60, 1.84, 1.03], [1.24, 0.63, -0.64], [-1.69, 0.35, 0.70], [0.75, -0.16, 0.73], [-0.25, -0.68, -0.18], [2.06, -1.52, -0.72], [0.24, -0.34, -0.25], [0.18, 0.15, -0.98], [0.17, -0.01, 0.44], [0.53, -0.64, -0.69], [0.01, -0.22, 0.51], [0.33, -0.82, -1.17], [-0.59, -0.18, -0.30], [0.28, -0.89, 0.21], [-0.82, -0.15, -0.95], [0.28, -0.34, 0.56], [-0.25, 0.27, 0.13], [1.18, -0.09, -0.80], [-0.70, -0.09, -0.19], [1.10, -0.08, -1.08], [0.31, -0.39, 0.56], [1.61, -0.83, 0.33], [-0.09, 1.67, -0.37], [0.99, -0.53, -1.30], [-1.70, -0.84, 1.14], [1.26, 0.69, -0.27], [-0.33, -0.22, 0.99], [-0.01, -1.80, 3.28], [-0.42, 0.05, 0.68], [-1.02, 0.31, -0.18], [0.31, -0.04, 0.32], [-0.60, 0.51, 0.40], [-1.25, 0.05, -0.45], [-0.47, -0.28, 0.35], [-0.38, -0.11, -0.24], [-0.03, 0.02, 1.33], [0.24, 0.39, -1.58], [0.56, -0.31, -0.01], [-0.24, 0.32, -0.15], [0.15, -0.14, -0.51], [-0.48, 1.10, -0.65], [0.33, 0.34, -2.62], [0.31, 0.17, 0.09], [-0.09, -0.88, 0.99], [-0.77, 0.53, 0.32], [1.35, -0.73, -0.25], [-0.85, 0.35, 1.15], [-0.43, -0.25, 0.82], [0.56, -1.18, -0.79], [-0.58, 3.05, -0.08], [-0.27, -1.45, -1.12], [0.78, -0.79, -0.10], [0.52, 0.37, -0.55], [-0.54, 0.22, -0.46], [0.39, 0.60, 0.02], [-0.47, 0.59, 0.10], [-0.06, -1.16, -1.13], [0.79, -0.44, -0.05], [-0.30, 0.18, -0.33], [0.79, 0.42, -0.62], [0.12, 1.03, 0.80], [-0.60, -0.51, 1.01], [-0.43, -0.24, 0.24], [-0.28, -0.81, -0.52], [0.06, -0.02, -0.27], [0.38, 0.40, 0.85], [-0.10, 0.70, 0.11], [0.87, 0.32, -0.16], [0.62, 0.58, -1.11], [-1.68, -0.85, 1.08], [-0.63, 0.07, -0.13], [0.85, 0.33, 1.05], [1.49, -0.01, -3.85], [-0.22, 0.17, -0.41], [-1.76, 0.04, 0.69], [0.68, -0.29, -0.59], [-0.57, -0.56, 0.19], [-0.47, 0.46, 0.86], [0.15, -0.55, -0.23], [0.02, 0.27, -0.32], [0.31, 0.12, -0.54], [0.56, 0.13, 0.71], [0.99, -0.65, 0.00], [-0.72, 1.18, 0.84], [0.11, -1.13, 0.93], [-1.30, -0.17, 0.73], [0.07, 0.10, -0.38], [1.00, 0.49, -0.27], [0.72, 0.07, 0.24], [-0.47, -0.37, 1.03], [-0.54, 0.28, -0.30]],
  "mulliken_charge": [-1.454, 1.735, -1.663, -1.492, -1.205, -0.950, 2.161, -1.619, -1.557, 0.538, 2.269, 0.427, -0.081, 0.104, 0.394, 0.128, 0.485, 0.411, 0.348, 0.479, 0.559, -0.507, 0.851, 0.330, 0.006, 0.577, 0.708, -0.384, -0.052, -1.197, -1.890, 1.841, -1.846, -0.609, -1.201, 0.305, 1.195, -0.125, -1.966, 1.832, -0.633, 0.619, 0.194, 0.361, 0.512, -0.103, 0.567, -0.708, 0.530, 0.336, 0.560, 0.413, -1.035, -0.587, 0.475, -0.570, 0.465, 0.025, 0.547, 0.053, -1.359, 1.552, -1.959, -1.046, 1.858, -1.981, 2.395, -2.256, -1.684, 0.077, -0.474, 0.379, 0.011, 0.446, 0.445, 0.313, 0.468, 0.532, 0.212, -0.936, -0.538, 0.470, 0.371, 0.446, 0.382, 0.509, 0.443, 0.038, 0.449, 0.404, -1.931, 1.548, -1.517, -1.391, 0.104, -0.035, 2.061, -1.882, -2.140, 0.126, -0.478, 0.383, 0.434, 0.350, 0.276, 0.342, 0.465, 0.379, 0.365, 0.416, -0.401, 0.872, -1.206, 0.233, 0.535, 0.645, 0.100, 0.580, 0.525, 0.344, 1.084, -0.141, -0.013, -0.551, 0.874, -1.083, -0.670, -0.200, -0.696, -0.723, -0.623, 0.033, 0.464, -0.498, -0.213, 0.508, -0.261, 0.523, 0.392, 0.403, 0.266, 0.332, 0.294, 0.095, -1.009, -0.081, -0.849, -0.214, -0.391, -0.113, -0.610, 0.073, -0.850, 0.220, 0.378, 0.362, 0.331, 0.302, 0.628, -0.141, 0.290, 0.437, 0.023, 0.286, 0.292, 0.346, -0.029, 0.504, -0.579, -0.497, -0.369, -0.512, 0.465, -0.073, -0.872, -0.270, -0.789, 0.232, 0.144, 0.320, 0.548, 0.012, 0.265, 0.147, 0.284, -0.151, -0.001, 0.376, 0.534, 0.287, 0.258, 0.298, -0.868, 0.130, -0.987, -0.421, 0.166, -1.332, 0.513, -0.500, -0.239, 0.168, 0.544, 0.122, 0.481, 0.465, 0.195, 0.433, -0.202, 0.476, 0.370, -0.190, 0.287, 0.327, 0.351, -0.089, -1.646, 1.418, -0.497, -0.968, 1.253, -1.080, -0.066, 0.674, -0.993, 0.514, 0.058, 0.477, -0.152, 0.559, -0.691, 0.610, -0.727, -0.031, 0.860, 0.448, -0.719, 0.254, 0.156, 0.273]
}